# 1
A molecular structure, C42H39ClN3O4P2PdS at a distorted geometry. Source: the Open Molecules 2025 dataset; level of theory: ωB97M-V/def2-TZVPD.

The geometry in XYZ format:
```
93
Properties=species:S:1:pos:R:3:lowdin_charge:R:1
Pd -1.013 -1.322 -0.286 0.20
O -3.103 -2.602 -0.883 -0.41
Cl -3.580 -1.750 0.192 0.60
O -4.979 -2.039 0.382 -0.36
O -2.892 -2.037 1.425 -0.39
O -3.441 -0.364 -0.174 -0.38
N -1.538 5.383 -0.491 0.09
C -1.386 4.009 -0.382 -0.33
C -1.919 3.137 -1.329 -0.01
C -1.701 1.778 -1.196 -0.16
N -0.986 1.237 -0.211 0.04
C -0.473 2.072 0.685 -0.13
C -0.645 3.445 0.655 -0.03
H -2.292 5.695 -1.078 0.08
H -1.434 5.903 0.362 0.08
H -2.504 3.513 -2.160 0.11
H -2.143 1.098 -1.909 0.08
H 0.117 1.625 1.479 0.09
H -0.211 4.073 1.424 0.10
N 0.119 -0.101 -2.712 -0.35
S -0.153 -0.511 -4.167 0.95
C -1.896 -0.241 -4.711 -0.37
C -2.098 0.555 -5.829 -0.11
C -3.388 0.775 -6.292 -0.10
C -4.465 0.202 -5.631 -0.10
C -4.255 -0.582 -4.504 -0.06
C -2.968 -0.804 -4.038 -0.07
C -0.211 -2.317 -4.471 -0.38
C -0.432 -3.216 -3.449 -0.08
C -0.412 -4.574 -3.725 -0.07
C -0.175 -5.024 -5.017 -0.10
C 0.041 -4.112 -6.041 -0.10
C 0.026 -2.753 -5.767 -0.10
H -0.405 -0.528 -1.874 -0.06
H -1.244 1.000 -6.328 0.10
H -3.554 1.394 -7.166 0.10
H -5.473 0.375 -5.989 0.10
H -5.091 -1.029 -3.982 0.11
H -2.822 -1.405 -3.150 0.10
H -0.627 -2.876 -2.431 0.07
H -0.580 -5.280 -2.924 0.10
H -0.167 -6.088 -5.223 0.10
H 0.233 -4.461 -7.049 0.10
H 0.190 -2.026 -6.556 0.10
C 1.892 -3.971 0.839 -0.50
P 0.911 -2.376 0.630 0.95
C 1.092 -1.664 2.318 -0.38
C 2.073 -2.015 3.243 -0.12
C 2.107 -1.430 4.500 -0.09
C 1.165 -0.473 4.848 -0.10
C 0.179 -0.118 3.941 -0.08
C 0.133 -0.720 2.691 -0.12
C 2.183 -1.454 -0.316 -0.37
C 2.638 -0.194 0.067 -0.09
C 3.451 0.548 -0.776 -0.09
C 3.825 0.047 -2.014 -0.11
C 3.401 -1.218 -2.393 -0.10
C 2.591 -1.960 -1.551 -0.13
P 1.090 -5.027 2.159 1.04
C -0.166 -5.902 1.133 -0.39
C 0.124 -7.016 0.343 -0.12
C -0.886 -7.656 -0.359 -0.10
C -2.188 -7.175 -0.304 -0.10
C -2.475 -6.041 0.438 -0.07
C -1.469 -5.407 1.159 -0.09
C 2.354 -6.342 2.408 -0.39
C 1.962 -7.626 2.800 -0.12
C 2.902 -8.596 3.108 -0.09
C 4.258 -8.299 3.060 -0.11
C 4.659 -7.014 2.731 -0.10
C 3.715 -6.045 2.419 -0.10
H 2.912 -3.703 1.122 0.02
H 1.917 -4.521 -0.103 0.05
H 2.826 -2.753 2.995 0.08
H 2.870 -1.723 5.212 0.10
H 1.192 -0.015 5.829 0.09
H -0.566 0.621 4.211 0.10
H -0.669 -0.498 1.994 0.06
H 2.336 0.214 1.024 0.09
H 3.785 1.532 -0.467 0.10
H 4.434 0.645 -2.681 0.09
H 3.673 -1.619 -3.362 0.10
H 2.249 -2.938 -1.871 0.09
H 1.137 -7.388 0.275 0.10
H -0.655 -8.527 -0.963 0.10
H -2.972 -7.680 -0.854 0.10
H -3.474 -5.627 0.454 0.11
H -1.707 -4.523 1.737 0.09
H 0.908 -7.866 2.849 0.10
H 2.572 -9.588 3.392 0.10
H 4.993 -9.061 3.287 0.09
H 5.711 -6.758 2.723 0.10
H 4.051 -5.045 2.173 0.09
```

Values from the calculation:
Kohn-Sham gap, eV: 6.2
Net charge: -1
HOMO, eV: -3.67

---

# 2
A molecular structure, C30H45MnNO3P2S at a distorted geometry. Source: the Open Molecules 2025 dataset; level of theory: ωB97M-V/def2-TZVPD.

The geometry in XYZ format:
```
83
Properties=species:S:1:pos:R:3:lowdin_charge:R:1
Mn 0.184 -0.959 1.163 0.63
C -0.752 -2.569 2.252 -0.28
C 0.578 -2.939 1.809 -0.31
C 0.775 -1.256 3.404 -0.23
C -0.609 -1.523 3.231 -0.25
C 1.518 -2.090 2.509 -0.27
C -2.023 -3.261 1.926 -0.02
H -1.998 -3.718 0.930 0.08
H -2.867 -2.561 1.961 0.08
H -2.231 -4.059 2.658 0.11
C -1.687 -1.010 4.113 0.00
H -2.678 -1.248 3.710 0.08
H -1.612 0.080 4.225 0.08
H -1.615 -1.454 5.120 0.11
C 1.369 -0.462 4.505 0.00
H 1.564 -1.098 5.386 0.12
H 0.697 0.345 4.821 0.09
H 2.320 0.000 4.209 0.09
C 2.998 -2.192 2.492 -0.01
H 3.351 -2.866 3.289 0.11
H 3.455 -1.209 2.672 0.09
H 3.374 -2.579 1.536 0.08
C 0.926 -4.102 0.958 -0.02
H 1.120 -4.994 1.576 0.11
H 1.832 -3.914 0.366 0.08
H 0.107 -4.351 0.270 0.08
C -1.598 0.653 -5.155 -0.10
C -1.660 -0.683 -5.182 -0.14
C -0.872 -1.601 -6.069 -0.18
C 0.524 -1.102 -6.518 -0.19
C 1.423 -0.638 -5.409 -0.10
C 1.479 0.590 -4.873 -0.14
C 0.698 1.793 -5.317 -0.18
C -0.684 1.527 -5.963 -0.19
H -1.451 -1.831 -6.980 0.12
H 0.408 -0.348 -7.305 0.10
H -0.750 -2.564 -5.547 0.11
H -0.551 1.156 -6.985 0.10
H -2.319 1.215 -4.544 0.11
H -2.438 -1.189 -4.597 0.10
H -1.179 2.507 -6.052 0.12
H 0.555 2.448 -4.443 0.11
H 2.244 0.808 -4.118 0.09
H 1.288 2.386 -6.037 0.12
H 1.021 -1.966 -6.989 0.11
H 2.138 -1.403 -5.076 0.10
P -1.078 -0.600 -0.704 0.81
C -2.618 0.339 -0.618 -0.22
C -1.311 -1.919 -1.945 -0.21
P 1.620 0.014 -0.319 0.81
C 0.211 0.533 -1.406 -0.42
C 2.628 -1.083 -1.394 -0.21
C 2.626 1.448 0.080 -0.22
H -2.511 1.076 0.191 0.03
H -3.437 -0.352 -0.379 0.06
H -2.814 0.843 -1.573 0.06
H -1.415 -1.493 -2.954 0.01
H -2.231 -2.469 -1.691 0.06
H -0.465 -2.622 -1.936 0.05
H 2.734 2.098 -0.802 0.07
H 3.616 1.097 0.402 0.06
H 2.150 2.009 0.910 0.01
H -0.051 1.584 -1.219 0.08
H 0.405 0.371 -2.478 0.04
H 3.611 -1.215 -0.915 0.06
H 2.761 -0.630 -2.390 0.04
H 2.150 -2.070 -1.504 0.04
O 2.018 4.847 3.025 -0.29
S 1.469 3.618 3.555 0.65
O 2.215 2.872 4.545 -0.31
N 0.960 2.619 2.349 -0.08
C -0.347 2.348 2.344 -0.51
O -0.918 1.557 1.538 -0.09
C -1.061 3.069 3.425 -0.16
C -2.407 2.958 3.796 -0.02
C -2.865 3.752 4.846 -0.06
C -1.985 4.611 5.521 -0.05
C -0.616 4.655 5.199 -0.01
C -0.186 3.855 4.142 -0.22
H -3.043 2.266 3.244 0.12
H -3.917 3.706 5.140 0.11
H -2.368 5.251 6.318 0.11
H 0.096 5.286 5.727 0.13
```

Values from the calculation:
Multiplicity: 5
Kohn-Sham gap (spin up / spin down), eV: 6.6 / 7.1
Net charge: +1
⟨S²⟩: 6.161
HOMO (spin up / spin down), eV: -11.00 / -11.04

---

Question: Among the records above, which one has the lowest net charge?
Answer: C42H39ClN3O4P2PdS